Here is 6 unconnected molecules or ions with the total composition C30H20BF4O20 in a non-equilibrium geometry from the Open Molecules 2025 dataset. Energies are from the ωB97M-V functional and the def2-TZVPD basis.

Structure (XYZ):
```
75
Properties=species:S:1:pos:R:3:lowdin_charge:R:1
B -0.14141 -0.38041 0.21932 -1.360
F 0.42059 -1.39141 0.99132 0.121
F -0.36541 -0.77041 -1.06068 0.171
F -1.36641 -0.08341 0.83832 0.096
F 0.51159 0.80459 0.31232 0.162
C 4.87259 5.83859 -0.84268 0.127
C 5.60459 5.06259 0.39132 -0.143
C 4.82759 4.09359 1.13132 -0.433
O 5.36459 3.41359 1.98632 0.097
C 3.49559 3.77759 0.70532 0.128
C 2.88959 4.41459 -0.64268 -0.093
C 3.58759 5.44759 -1.35768 -0.447
O 3.05359 6.02559 -2.27968 0.123
O 1.77859 3.84559 -1.16968 0.112
O 6.81259 5.32559 0.73832 0.180
H 5.39159 6.57459 -1.31268 0.058
H 2.98459 3.14259 1.37132 0.093
H 1.22259 3.58859 -0.42968 0.115
H 6.97659 4.69359 1.36632 0.070
C 5.26359 -1.29841 2.68232 0.138
C 3.91359 -1.74941 2.14132 -0.139
C 3.45159 -3.09541 2.14032 -0.416
O 2.42159 -3.51241 1.70632 0.148
C 4.35759 -4.07641 2.73032 0.091
C 5.72159 -3.71041 3.25332 -0.072
C 6.21259 -2.24641 3.22732 -0.341
O 7.38259 -1.97041 3.53732 0.059
O 6.72059 -4.62241 3.72132 0.028
O 3.10659 -0.89541 1.54332 0.130
H 5.54659 -0.46741 2.61432 -0.013
H 4.00659 -5.14441 2.63232 0.132
H 7.59759 -4.25041 3.83632 0.089
H 2.23359 -1.32341 1.26332 0.126
C -5.91741 -1.50141 -3.98968 0.083
C -5.68641 -2.85641 -3.26168 -0.059
C -4.36141 -3.15941 -2.48268 -0.349
O -3.96441 -4.22341 -2.02568 0.085
C -3.41941 -2.02741 -2.47168 0.129
C -3.72641 -0.70141 -3.28368 -0.058
C -4.92841 -0.49141 -4.03868 -0.473
O -5.21341 0.47559 -4.66968 0.148
O -2.62441 0.16459 -3.50668 0.056
O -6.62041 -3.91941 -3.22068 0.014
H -6.88541 -1.35241 -4.37568 0.094
H -2.51041 -2.23941 -2.05868 0.064
H -1.91641 -0.26541 -2.93668 0.121
H -6.08241 -4.66441 -2.75768 0.140
C -3.08941 6.95659 0.76432 0.124
C -2.94641 6.90459 -0.78568 -0.095
C -2.52241 5.67459 -1.36768 -0.390
O -2.28441 5.47359 -2.56768 0.092
C -2.43841 4.45259 -0.53468 0.107
C -2.38041 4.57759 1.00232 -0.102
C -2.68741 5.89059 1.60932 -0.456
O -2.63541 5.93959 2.78832 0.157
O -2.27041 3.47659 1.88232 0.049
O -3.31741 7.97759 -1.59168 0.111
H -3.41641 7.87759 1.19732 0.104
H -2.42041 3.63259 -1.17168 0.085
H -2.20641 2.71959 1.18232 0.158
H -3.34841 7.79159 -2.46968 0.051
C -2.65541 -6.56341 1.30332 0.088
C -2.32541 -6.76441 -0.13368 -0.217
C -1.37241 -5.79541 -0.73968 -0.410
O -1.12441 -6.03541 -1.97568 0.007
C -0.81141 -4.72641 -0.09068 0.073
C -1.19141 -4.49041 1.43032 -0.003
C -2.21041 -5.41441 2.10432 -0.386
O -2.47941 -5.32641 3.26032 0.127
O -0.64841 -3.38941 2.13632 0.063
O -2.71741 -7.74541 -0.87668 0.137
H -3.45441 -7.15741 1.62632 0.084
H -0.09541 -4.01741 -0.68068 0.157
H -0.25041 -2.69241 1.57832 0.052
H -2.70041 -7.52541 -1.78568 0.101
```

Values from the calculation:
Net charge: -1
E: -3084.06294 hartree
Energy above the lowest of the compared OMol25 structures with the same formula, charge and spin: 2.569 eV
LUMO: -0.456 eV

Here is a molecular structure, C30H20ClCrIN5O2 from the Open Molecules 2025 dataset. Energies are from the ωB97M-V functional and the def2-TZVPD basis.

Structure (XYZ):
```
60
Properties=species:S:1:pos:R:3:mulliken_spin:R:1
Cr 0.33370 0.18199 -0.13871 1.169
Cl -0.91601 2.13056 6.35974 0.000
C -0.94998 1.88707 4.63655 -0.001
C -1.82186 2.60350 3.87080 0.003
C -1.88801 2.40301 2.47824 -0.007
I -3.28016 3.44778 1.33635 0.000
C -1.06322 1.49980 1.84283 -0.009
O -1.10617 1.22528 0.56388 -0.029
C -0.11847 0.79933 2.64954 0.017
N 0.68361 -0.07298 1.96760 -0.010
C 1.44031 -0.89368 2.65881 -0.003
C 1.51911 -0.84767 4.06306 0.006
C 0.79279 0.07868 4.75215 -0.007
C -0.08135 0.93551 4.04729 0.006
H -2.47914 3.32070 4.34218 0.000
H 2.02776 -1.60820 2.10101 -0.003
H 2.17158 -1.54134 4.57427 0.000
H 0.85722 0.14977 5.82924 0.000
O 0.18056 -1.69429 -0.56389 0.002
C 0.22832 -2.37044 -1.69033 -0.002
C 0.45697 -3.75733 -1.66328 0.008
C 0.62109 -4.48313 -2.82521 -0.002
C 0.54527 -3.86143 -4.07176 0.003
C 0.23116 -2.51860 -4.12001 -0.002
C 0.03740 -1.77556 -2.95464 0.013
C -0.57551 -0.45263 -2.99691 -0.003
N -0.70448 0.37190 -1.97908 -0.026
C -1.58663 1.35640 -2.36077 0.000
C -1.97414 1.13901 -3.64093 0.000
N -1.31850 -0.00789 -4.03944 -0.001
H 0.50122 -4.24347 -0.69533 0.001
H 0.81692 -5.54601 -2.76176 0.000
H 0.70572 -4.42271 -4.98118 0.000
H 0.13300 -2.02596 -5.08137 0.000
H -1.89008 2.13176 -1.68257 0.000
H -2.64644 1.67386 -4.28552 0.000
H -1.46925 -0.51383 -4.89298 0.000
C 5.01650 -3.11874 1.35256 0.001
C 3.93331 -3.49226 0.56852 -0.001
C 3.11686 -2.53066 -0.00784 0.000
C 3.39730 -1.18750 0.18193 -0.003
C 4.48130 -0.80709 0.96429 -0.001
C 5.28511 -1.77013 1.55072 0.000
N 2.54132 -0.15833 -0.36112 -0.005
N 3.23027 0.79353 -0.79267 -0.024
C 2.48189 1.93625 -1.06675 0.005
C 3.15863 3.03276 -1.60567 -0.004
C 2.47680 4.21533 -1.78360 0.007
C 1.13922 4.28489 -1.38872 -0.006
C 0.48556 3.18140 -0.86094 -0.007
C 1.13469 1.95375 -0.70031 -0.085
H 5.64566 -3.87254 1.80687 0.000
H 3.71692 -4.53984 0.40327 0.000
H 2.26128 -2.81772 -0.58909 0.004
H 4.67193 0.24611 1.12041 0.000
H 6.12096 -1.46641 2.16716 0.000
H 4.20674 2.93018 -1.85742 -0.001
H 2.97335 5.08252 -2.19748 0.000
H 0.60259 5.22139 -1.48518 0.000
H -0.54161 3.29235 -0.54078 -0.001
```

Values from the calculation:
Net charge: 0
E: -3381.87610 hartree
Multiplicity: 2
Energy above the lowest of the compared OMol25 structures with the same formula, charge and spin: 0.158 eV
LUMO (alpha / beta): -0.366 / -0.286 eV

Question: The lowest E belongs to which entry?
Answer: C30H20ClCrIN5O2

Question: Which value of energy above the lowest of the compared OMol25 structures with the same formula, charge and spin does entry 1 give?
Answer: 2.569 eV

Question: Among the records above, which one has the highest E?
Answer: C30H20BF4O20

Question: Which formula does entry 1 have?
Answer: C30H20BF4O20